The following is a quantum chemistry calculation of 7 unconnected molecules or ions with the total composition C38H79BN10O12, from OMol25.

Its lowest unoccupied orbital energy is 0.26 eV. The total charge is 0. The SMILES is C#CC[C@H]1[C@](CCCCCCCOC)(CCC(N)=O)C(=O)O[C@]1(CC(N)(N)N)B(O)O.CNC(C)=O.CNC(C)=O.CNC(C)=O.CNC(C)=O.CNC(C)=O.CNC(C)=O. As for the HOMO energy: -8.76 eV. As for the total energy: -80835.51214 eV.

Geometry as XYZ:
```
140
Properties=species:S:1:pos:R:3:forces:R:3
C 1.4596 3.0917 3.1231 0.5 -0.4 1.0
C 1.5318 2.5629 2.0364 -1.0 -1.8 -0.8
C 1.4047 1.5892 0.8109 1.0 0.7 0.4
C 0.5529 2.2019 -0.3748 0.4 1.6 1.1
C -1.0105 1.8066 -0.4886 1.5 -0.4 -0.5
C -1.3677 0.2766 -0.3341 -0.3 0.4 -0.8
C -2.8684 -0.0327 0.0600 -0.4 -1.8 -0.4
N -3.8698 0.6971 -0.7427 0.1 0.0 1.0
N -3.1189 0.0700 1.5169 0.5 0.5 -1.0
N -3.0863 -1.5030 -0.2450 0.8 0.2 0.7
B -1.6868 2.9132 0.4812 -1.8 0.9 0.1
O -2.1903 4.0931 -0.1429 1.5 -1.0 0.6
O -1.8638 2.8092 1.8699 1.4 0.2 -1.3
O -1.2459 2.1827 -1.8871 1.0 -0.3 -1.0
C -0.1011 2.1793 -2.7075 -0.1 -0.7 1.3
O -0.1485 2.0602 -3.9044 -0.1 0.4 1.1
C 1.1971 2.3113 -1.8087 -0.1 0.4 -0.9
C 2.3423 1.3085 -2.2311 -0.6 -0.9 0.6
C 1.9399 -0.2266 -2.0173 1.0 0.1 0.1
C 3.0613 -1.0522 -1.2259 -0.3 -0.4 0.2
C 2.4335 -2.0775 -0.1564 1.0 0.7 0.2
C 2.9650 -1.7821 1.3189 0.1 -0.7 0.0
C 2.2574 -2.7295 2.4158 -0.6 1.3 -1.3
C 0.6597 -2.5333 2.3879 1.7 -1.2 0.3
O 0.2307 -2.4708 3.7713 -0.7 1.7 -1.0
C -0.5641 -1.2659 3.9254 -1.2 -0.4 -0.2
C 1.7738 3.7791 -2.1374 -0.5 -0.6 0.5
C 2.9647 4.1876 -1.1421 -0.2 0.3 -0.7
C 2.6026 5.5524 -0.4424 -0.1 0.6 0.4
N 2.7835 5.6848 1.0106 0.3 -0.9 -1.7
O 2.1780 6.5029 -1.0637 0.2 -1.3 0.3
H 1.5370 3.3394 4.2080 -0.2 0.0 -1.8
H 1.0415 0.5745 1.1586 0.3 1.3 -0.2
H 2.4749 1.4112 0.4740 -1.3 0.1 0.2
H 0.4568 3.3003 -0.0778 0.3 -1.1 -0.4
H -0.7040 -0.2986 0.3722 -0.7 0.8 -0.5
H -1.2017 -0.1914 -1.3583 -0.1 0.6 1.1
H -3.9583 0.3142 -1.6878 0.4 0.2 0.3
H -4.7682 0.4811 -0.2811 0.5 0.4 -0.3
H -3.7690 0.8365 1.7216 0.3 -0.6 -0.1
H -3.4390 -0.8279 1.8894 -0.3 0.5 -0.2
H -2.7946 -1.7225 -1.2027 0.0 0.2 0.4
H -2.4393 -2.0036 0.3870 -0.3 0.0 -0.5
H -1.7139 4.8813 0.1736 -0.7 -0.3 0.1
H -1.1476 2.3105 2.3064 -0.7 -0.1 -0.2
H 2.6202 1.4838 -3.3072 -0.4 0.0 1.1
H 3.2606 1.5078 -1.5961 -1.0 0.0 -0.8
H 1.8239 -0.7030 -3.0374 -0.3 0.5 1.3
H 0.9873 -0.3193 -1.4187 0.9 0.2 -0.9
H 3.6816 -1.6465 -1.9621 -0.6 0.8 0.8
H 3.7839 -0.3757 -0.6693 -0.9 -0.6 -0.7
H 1.3107 -2.0017 -0.1835 1.0 -0.3 -0.1
H 2.7783 -3.1070 -0.4556 -0.7 0.8 0.5
H 4.0723 -2.0064 1.3531 -1.4 0.3 -0.1
H 2.8691 -0.6831 1.5907 -0.3 -1.2 -0.3
H 2.5872 -2.3788 3.4306 -0.2 -0.7 -0.9
H 2.5311 -3.7986 2.1932 -0.2 1.2 0.5
H 0.1807 -3.4487 1.9176 0.3 1.2 0.3
H 0.4055 -1.6045 1.8045 0.1 -0.9 0.7
H 0.0637 -0.3237 3.9014 -0.6 -1.0 0.1
H -1.1931 -1.3313 4.8671 1.1 0.1 -0.9
H -1.3194 -1.2543 3.0757 0.8 0.4 1.0
H 2.1198 3.7209 -3.2127 -0.4 0.3 1.3
H 0.9226 4.5192 -2.0374 1.1 -0.7 -0.3
H 3.8776 4.3742 -1.7887 -0.9 -0.2 1.0
H 3.1766 3.3547 -0.4057 -0.2 1.1 -0.8
H 1.8954 5.4407 1.4675 0.6 0.1 0.0
H 3.5184 5.0113 1.2493 -0.7 0.1 0.5
C -0.2874 -4.5185 5.9904 0.2 0.0 0.1
C 0.2867 -5.2580 7.1710 0.3 0.0 0.2
O 1.4485 -5.1181 7.5246 -0.1 0.0 -0.1
N -0.5339 -6.1059 7.8530 0.1 0.2 -0.2
C -1.9266 -6.4066 7.5947 0.3 -0.2 0.4
H 0.4806 -3.8861 5.5526 -0.1 -0.1 0.1
H -0.6251 -5.2266 5.2309 -0.2 0.1 0.0
H -1.1158 -3.8832 6.3110 -0.1 -0.1 -0.2
H -0.0807 -6.5649 8.6297 -0.1 0.0 -0.1
H -2.5076 -6.1465 8.4823 -0.2 0.0 -0.2
H -2.0211 -7.4791 7.4110 -0.3 0.0 -0.1
H -2.3117 -5.8588 6.7386 0.1 0.0 0.1
C -7.3318 -0.4100 2.7461 -0.1 -0.1 -0.1
C -6.4262 0.7932 2.7608 0.2 0.2 -0.1
O -5.8651 1.1968 1.7513 -0.2 -0.1 0.0
N -6.2398 1.4356 3.9431 -0.1 -0.3 -0.3
C -6.8081 1.1170 5.2367 0.3 0.4 0.0
H -7.3787 -0.8115 1.7350 0.1 0.1 0.1
H -6.9384 -1.1844 3.4077 -0.1 0.0 0.0
H -8.3407 -0.1265 3.0528 0.0 -0.1 0.1
H -5.6210 2.2311 3.8743 0.0 -0.1 0.0
H -7.3810 1.9789 5.5847 -0.1 -0.2 0.2
H -5.9911 0.9283 5.9361 -0.2 -0.1 0.2
H -7.4564 0.2457 5.1961 0.1 0.1 -0.1
C 1.6365 6.0631 -5.4281 0.1 0.1 0.0
C 1.2176 5.9285 -6.8690 -0.2 -0.1 -0.4
O 1.7879 6.5313 -7.7726 0.2 0.0 0.0
N 0.1756 5.1097 -7.1540 0.4 0.3 0.2
C -0.6212 4.3178 -6.2367 -0.1 0.0 -0.5
H 2.4795 6.7492 -5.3614 -0.1 0.0 -0.1
H 0.8155 6.4660 -4.8323 0.1 -0.2 0.1
H 1.9477 5.0937 -5.0350 -0.2 0.0 0.1
H -0.0465 5.0694 -8.1403 0.0 -0.1 0.0
H -0.5380 3.2696 -6.5268 -0.1 0.0 0.3
H -1.6632 4.6312 -6.3287 0.0 -0.1 0.2
H -0.2993 4.4329 -5.2056 0.0 0.0 -0.1
C 5.6128 -4.1477 4.1496 -0.1 0.1 0.0
C 5.6785 -4.3498 2.6584 -0.1 0.0 -0.4
O 4.8681 -3.8374 1.8966 0.5 -0.4 0.2
N 6.6771 -5.1295 2.1650 -0.2 0.2 0.3
C 7.7229 -5.8170 2.8951 0.0 0.0 -0.5
H 4.7663 -3.5057 4.3883 0.0 -0.1 -0.1
H 5.4724 -5.1054 4.6542 0.1 0.1 0.1
H 6.5245 -3.6636 4.5048 0.0 -0.1 0.1
H 6.6567 -5.2186 1.1595 0.0 0.0 0.1
H 8.6893 -5.4551 2.5382 0.1 -0.1 0.2
H 7.6454 -6.8858 2.6862 0.2 0.0 0.2
H 7.6501 -5.6530 3.9669 -0.1 0.0 -0.1
C -4.5142 -4.1172 1.0910 0.1 -0.2 0.1
C -4.8703 -3.5761 2.4502 0.1 0.2 0.2
O -4.2875 -2.6178 2.9447 0.0 0.0 0.0
N -5.8750 -4.1855 3.1351 0.3 0.1 -0.3
C -6.6788 -5.3203 2.7278 -0.1 0.2 0.5
H -3.7025 -3.5312 0.6740 -0.2 0.0 0.1
H -4.1853 -5.1557 1.1736 -0.2 0.0 -0.1
H -5.3722 -4.0435 0.4204 0.1 -0.1 0.0
H -6.0567 -3.7687 4.0366 0.0 -0.1 -0.1
H -7.7271 -5.0153 2.7159 0.0 -0.2 -0.1
H -6.5496 -6.1173 3.4629 -0.1 -0.2 -0.2
H -6.3993 -5.6881 1.7443 0.0 0.1 0.1
C 2.4096 2.8739 -12.1576 -0.1 -0.1 -0.1
C 1.9072 3.8270 -11.1033 -0.2 0.3 0.4
O 0.7478 3.8068 -10.7084 0.1 -0.1 -0.1
N 2.7846 4.7265 -10.5897 -0.2 -0.3 -0.2
C 4.1821 4.9071 -10.9212 -0.3 0.3 0.4
H 1.5959 2.2203 -12.4678 0.0 0.1 0.1
H 2.7598 3.4280 -13.0306 0.1 -0.1 0.0
H 3.2145 2.2561 -11.7546 0.1 0.1 -0.1
H 2.3752 5.3310 -9.8884 0.1 0.1 0.1
H 4.7734 4.7660 -10.0142 0.2 0.0 -0.2
H 4.3228 5.9287 -11.2802 0.2 -0.1 -0.1
H 4.5171 4.2075 -11.6830 -0.1 0.0 0.1
```
Positions in Å, forces in eV/Å.

---

The following is a quantum chemistry calculation of a molecular structure, C7H17N5O2, from OMol25.

Its lowest unoccupied orbital energy is -5.85 eV. The total charge is +2. The calculation puts the energy above the lowest of the compared OMol25 structures with the same formula, charge and spin at 0.0 kcal per mole. As for the HOMO energy: -15.64 eV. As for the total energy: -19060.30729 eV.

Geometry as XYZ:
```
31
Properties=species:S:1:pos:R:3:forces:R:3
C 1.5962 -1.4038 1.0867 0.1 0.3 0.4
C -0.1351 0.5940 -0.6968 -2.6 -0.3 1.3
C -0.7674 0.9655 0.4338 0.5 -0.8 0.7
C 1.6313 -2.3631 2.1516 0.2 0.6 0.3
C -0.1176 1.2138 -3.0835 0.5 -0.6 0.5
C 0.2190 -2.6438 2.6107 -1.5 -1.9 0.2
C -0.8546 0.4038 -2.0195 -0.8 -0.2 0.3
N 1.5154 -0.6498 0.2400 -0.6 -0.1 0.5
N 1.1954 0.2086 -0.6405 0.8 1.1 -1.9
N -0.1546 1.3925 1.5746 0.4 0.6 0.8
N -2.2365 1.0578 0.7512 -1.2 -0.2 -4.3
N 1.3737 0.9286 -2.9850 -0.2 -1.6 -2.3
O -0.4146 -1.5238 3.2080 0.3 0.2 0.5
O -2.1787 0.9087 -1.9811 1.0 2.1 2.5
H 2.2811 -2.0032 2.9127 0.5 0.3 0.9
H 2.1154 -3.1745 1.6908 0.5 -1.8 -0.2
H -0.4716 0.9963 -4.0861 -0.1 0.1 -0.1
H -0.2762 2.2951 -2.8283 0.1 -1.0 -0.3
H 0.1210 -3.5868 3.2678 0.5 1.5 -1.0
H -0.3183 -2.8867 1.6560 -0.1 0.2 1.0
H -1.0645 -0.6736 -2.0636 1.3 -0.1 -1.0
H -0.0429 0.8397 2.3754 -0.8 -1.7 1.2
H 0.6508 1.9558 1.6420 1.0 1.1 -1.3
H -2.2177 1.9846 1.0547 -0.8 2.0 1.5
H -2.7195 0.4372 1.3829 0.7 -0.6 0.9
H -2.8786 1.0804 -0.1086 1.4 -0.2 0.7
H 1.7359 1.8033 -3.3119 1.3 0.4 0.0
H 1.6688 0.1791 -3.7178 -0.7 1.7 1.6
H 1.6629 0.5171 -1.8828 -0.4 0.5 -0.4
H -0.2752 -1.4814 4.1854 0.0 -0.4 -1.1
H -2.7472 0.5165 -2.5931 -1.2 -1.2 -1.8
```
Positions in Å, forces in eV/Å.